Entry from the Open Molecules 2025 dataset: C32H35N5O4SiTi as an isolated structure in a non-equilibrium geometry (ωB97M-V/def2-TZVPD).

Structure (XYZ):
```
78
Properties=species:S:1:pos:R:3
Ti 13.075 8.705 14.413
C 13.632 8.838 10.134
C 14.079 9.235 11.548
O 13.308 8.699 12.416
C 15.153 10.039 11.760
C 15.603 10.460 13.032
C 16.838 11.234 13.067
N 14.955 10.079 14.062
N 15.503 10.542 15.271
C 15.050 9.913 16.269
O 14.173 8.953 16.199
C 15.469 10.236 17.637
C 14.703 9.916 18.771
C 15.145 10.233 19.988
C 16.417 10.698 20.148
C 17.164 11.056 19.089
C 16.702 10.875 17.778
H 13.526 7.774 9.952
H 14.386 9.181 9.389
H 12.783 9.389 9.774
H 15.676 10.493 10.939
H 16.700 12.090 12.469
H 17.818 10.746 12.879
H 17.001 11.621 14.089
H 13.719 9.494 18.648
H 14.575 9.972 20.830
H 16.753 10.870 21.143
H 18.206 11.376 19.223
H 17.284 11.101 16.918
C 8.401 12.727 7.948
O 7.010 12.230 8.053
C 6.717 11.324 9.070
C 7.003 11.696 10.445
C 6.758 10.891 11.489
C 6.201 9.568 11.292
C 5.922 9.183 9.986
C 6.164 10.072 8.873
N 5.845 8.834 12.366
N 6.322 9.118 13.561
C 7.601 9.439 13.915
C 7.987 10.271 14.919
C 9.266 10.518 15.477
C 10.312 9.664 15.014
O 11.584 9.765 15.305
C 10.023 8.756 13.948
N 11.096 7.952 13.707
C 10.929 7.069 12.673
C 9.682 6.814 12.042
C 8.535 7.635 12.401
C 8.701 8.599 13.417
H 8.334 13.463 7.142
H 9.129 11.942 7.763
H 8.629 13.302 8.838
H 7.461 12.625 10.759
H 6.889 11.237 12.507
H 5.566 8.210 9.890
H 5.808 9.715 7.885
H 7.116 10.812 15.296
H 9.439 11.231 16.274
H 11.687 6.413 12.444
H 9.640 5.937 11.370
H 7.534 7.371 12.280
C 16.572 7.156 14.451
Si 15.003 6.018 14.114
C 15.308 4.268 14.874
C 14.872 5.889 12.216
C 13.399 6.614 14.712
H 17.490 6.616 14.248
H 16.622 7.619 15.448
H 16.481 8.058 13.876
H 16.192 3.689 14.632
H 14.388 3.764 14.580
H 15.211 4.346 15.922
H 13.960 5.474 12.066
H 15.608 5.216 11.808
H 15.061 6.932 11.557
H 13.212 6.417 15.765
H 12.658 5.969 14.191
```

Computed properties:
HOMO energy (alpha / beta) in Ha: -0.0129 / -0.0317
Strongest force on any atom in Eh/bohr: 0.0976
LUMO (alpha / beta) in eV: 4.313 / 4.313
Kohn-Sham gap (alpha / beta) in eV: 4.66 / 5.18
Total charge: -2
Spin multiplicity: 3

Results of the Löwdin charge analysis, in e, for atoms 1 through 2:
1. Ti 1.039
2. C -0.034

---

Entry from the Open Molecules 2025 dataset: C32H36AsIN4O3S4Ti as an isolated structure in a non-equilibrium geometry (ωB97M-V/def2-TZVPD).

Structure (XYZ):
```
82
Properties=species:S:1:pos:R:3
Ti 0.564 -0.655 0.263
C -0.991 -1.431 4.165
C -1.487 -0.044 3.753
C -1.799 0.832 4.811
C -2.324 2.060 4.534
C -2.441 2.458 3.202
C -2.145 1.614 2.123
C -2.427 2.045 0.746
C -1.611 0.269 2.392
N -1.329 -0.670 1.293
C -2.206 -1.445 0.636
C -3.660 -1.391 0.999
C -1.701 -2.457 -0.382
C -2.679 -3.457 -1.008
N -0.386 -2.446 -0.606
C 0.276 -3.253 -1.602
C 0.153 -3.043 -2.988
C -1.040 -2.208 -3.546
C 1.156 -3.623 -3.844
C 2.153 -4.454 -3.372
C 2.068 -4.890 -2.073
C 1.142 -4.300 -1.173
C 1.068 -4.931 0.183
H -0.921 -1.536 5.239
H -0.067 -1.633 3.606
H -1.778 -2.204 3.870
H -1.666 0.647 5.873
H -2.527 2.768 5.331
H -2.972 3.359 2.944
H -1.672 2.728 0.346
H -3.431 2.532 0.670
H -2.513 1.206 0.044
H -3.862 -0.855 1.929
H -4.021 -2.391 1.248
H -4.232 -1.032 0.134
H -3.192 -3.916 -0.143
H -2.036 -4.240 -1.430
H -3.471 -2.923 -1.621
H -1.298 -1.342 -2.891
H -1.923 -2.753 -3.862
H -0.654 -1.688 -4.445
H 1.258 -3.232 -4.898
H 2.984 -4.713 -4.033
H 2.661 -5.712 -1.750
H 2.033 -4.569 0.621
H 0.998 -6.030 0.116
H 0.176 -4.525 0.758
S 4.371 -3.660 0.157
As 3.716 -1.592 0.597
S 1.719 -1.928 1.728
S 2.549 -0.784 -1.210
S 5.074 -0.361 1.535
I 3.472 3.943 6.670
C 2.863 3.529 4.690
C 3.611 2.680 3.903
C 3.062 2.370 2.621
C 1.844 2.908 2.247
C 1.158 3.808 3.088
C 1.609 4.113 4.310
C 0.978 2.422 1.128
O 0.319 3.200 0.326
O 0.877 1.114 1.074
H 4.581 2.320 4.241
H 3.612 1.714 1.951
H 0.188 4.176 2.744
H 1.048 4.741 4.979
N -0.234 0.403 -1.530
C -0.346 1.380 -2.171
N -0.240 2.413 -3.002
C 0.780 3.454 -2.971
C 1.687 3.446 -4.174
O 0.922 3.545 -5.414
C 0.110 2.325 -5.468
C -0.967 2.422 -4.262
H 1.320 3.404 -2.042
H 0.262 4.416 -3.092
H 2.415 2.579 -4.228
H 2.320 4.335 -4.177
H 0.702 1.482 -5.257
H -0.398 2.215 -6.479
H -1.697 1.607 -4.287
H -1.518 3.336 -4.387
```

Computed properties:
HOMO energy (alpha / beta) in Ha: -0.1569 / -0.1589
Strongest force on any atom in Eh/bohr: 0.0832
ΔE to the lowest compared entry with this formula, charge and spin in kJ/mol: 88.1
LUMO (alpha / beta) in eV: 1.663 / 1.595
Kohn-Sham gap (alpha / beta) in eV: 5.93 / 5.92
Total charge: -1
Spin multiplicity: 2

Results of the Löwdin charge analysis, in e, for atoms 1 through 2:
1. Ti 0.483
2. C -0.044

---

Entry from the Open Molecules 2025 dataset: C32H36BN3O2SY as an isolated structure in a non-equilibrium geometry (ωB97M-V/def2-TZVPD).

Structure (XYZ):
```
76
Properties=species:S:1:pos:R:3
Y 0.809 -0.081 0.508
C 2.346 -2.644 2.116
C 2.643 -1.578 2.959
C 3.440 -0.532 2.505
C 3.903 -0.522 1.192
C 3.624 -1.601 0.357
C 2.856 -2.665 0.823
H 1.762 -3.477 2.485
H 2.291 -1.589 3.983
H 3.737 0.259 3.180
H 4.516 0.296 0.838
H 4.046 -1.634 -0.639
H 2.695 -3.529 0.190
C 2.208 -2.002 -3.691
C 1.789 -1.790 -2.374
N 1.563 -0.595 -1.866
C 1.734 0.507 -2.652
C 2.164 0.382 -3.999
C 2.389 -0.916 -4.501
C 2.388 1.531 -4.781
C 2.241 2.762 -4.206
C 1.824 2.900 -2.876
C 1.507 1.805 -2.078
N 1.102 1.841 -0.761
C 0.751 3.020 -0.129
C 0.159 4.119 -0.732
C 0.007 5.341 -0.064
C 0.418 5.489 1.231
C 0.863 4.356 1.943
C 1.150 4.406 3.322
C 1.490 3.259 3.986
C 1.542 2.061 3.269
N 1.318 1.970 1.972
C 0.991 3.105 1.286
H 2.388 -3.007 -4.046
H 1.629 -2.631 -1.709
H 2.718 -1.031 -5.527
H 2.705 1.420 -5.810
H 2.447 3.655 -4.781
H 1.783 3.892 -2.458
H -0.194 4.028 -1.749
H -0.421 6.180 -0.596
H 0.373 6.443 1.740
H 1.075 5.355 3.838
H 1.694 3.261 5.047
H 1.778 1.138 3.785
C -3.420 1.068 1.890
S -2.049 1.653 0.857
C -2.927 2.099 -0.663
H -4.120 0.498 1.283
H -3.923 1.914 2.351
H -2.994 0.426 2.658
H -3.491 3.016 -0.509
H -3.586 1.287 -0.962
H -2.170 2.258 -1.428
C -3.572 -1.942 -1.031
C -2.452 -2.845 -0.518
C -2.337 -4.068 -1.413
O -1.231 -2.074 -0.605
B -0.864 -1.614 0.654
O -1.704 -2.149 1.606
C -2.562 -3.151 1.012
C -1.978 -4.508 1.402
C -3.965 -3.034 1.584
H -3.329 -1.616 -2.042
H -3.659 -1.057 -0.398
H -4.527 -2.464 -1.054
H -2.250 -3.745 -2.450
H -3.230 -4.688 -1.321
H -1.460 -4.664 -1.169
H -0.979 -4.637 0.985
H -2.618 -5.323 1.066
H -1.899 -4.550 2.488
H -4.360 -2.024 1.492
H -3.952 -3.298 2.641
H -4.632 -3.723 1.065
```

Computed properties:
HOMO energy in Ha: -0.3465
Strongest force on any atom in Eh/bohr: 0.0824
ΔE to the lowest compared entry with this formula, charge and spin in kJ/mol: 130.4
LUMO in eV: -2.684
Kohn-Sham gap in eV: 6.75
Total charge: +1

Results of the Löwdin charge analysis, in e, for atoms 1 through 2:
1. Y 1.556
2. C -0.080